a | C10H15N4 | ωB97M-V/def2-TZVPD

```
29
C10H15N4 (ωB97M-V/def2-TZVPD)
C -2.7324 1.9513 -0.3272
N -2.2986 0.7101 0.3263
C -3.0523 -0.4495 0.1707
C -2.3289 -1.5000 -0.1809
N -2.4165 -2.8133 -0.3624
N -0.8632 -0.9704 -0.3486
N -0.9627 0.4295 -0.2226
C 0.0778 0.9346 0.7841
C 1.4797 0.6243 0.5171
C 2.2969 -0.2340 1.3729
C 3.6094 -0.5462 0.9767
C 4.0524 -0.1281 -0.3126
C 3.2701 0.6683 -1.1432
C 2.0000 0.9806 -0.7010
H -2.5506 1.9086 -1.3211
H -3.7620 2.0422 -0.1818
H -2.2741 2.7623 0.1223
H -4.0959 -0.4927 0.3037
H -2.0092 -3.4861 0.2343
H -2.7830 -3.3776 -1.2253
H -0.4875 -1.1150 -1.3430
H -0.1907 -1.3662 0.3135
H -0.0688 2.0732 0.8049
H -0.2961 0.2774 1.6664
H 1.8661 -0.5265 2.3179
H 4.3491 -1.0027 1.5616
H 5.0462 -0.2404 -0.6289
H 3.6926 1.1777 -1.9066
H 1.4321 1.7086 -1.2674
```

Summary:
E_HOMO, eV: -12.404
Charge: +1
Molar mass, g mol⁻¹: 191.258
SMILES: CN1C=C(N)[NH2+]N1Cc1ccccc1
Frontier orbital gap, eV: 9.54


b | C10H15N4 | ωB97M-V/def2-TZVPD

```
29
C10H15N4 (ωB97M-V/def2-TZVPD)
C -0.6934 -1.3905 0.7439
C -0.1436 -1.4636 -0.5030
C -0.7978 -2.0517 -1.6398
C 1.2043 -0.8802 -0.6695
C 2.0481 -1.6054 -1.6648
C 1.6426 0.2787 0.0162
N 2.9222 0.8022 -0.0065
N 0.7329 0.9881 0.7066
C 0.5688 1.8126 1.6433
N -0.8181 2.1119 1.6303
C -1.4923 2.9474 2.4138
C -2.7740 2.7622 2.2146
N -2.8838 1.9534 1.1623
C -1.6772 1.4826 0.7689
H -0.0925 -1.0012 1.5461
H -1.6288 -1.8590 0.8885
H -0.2333 -2.9448 -2.1012
H -1.8290 -2.2721 -1.3728
H -0.6274 -1.5013 -2.6062
H 2.2456 -2.6427 -1.4046
H 1.5490 -1.5599 -2.7415
H 3.0788 -1.1469 -1.8540
H 3.6984 0.4935 -0.6151
H 2.8805 1.8028 0.0171
H 1.1044 2.7199 1.9226
H -1.0566 3.7581 3.0536
H -3.5837 3.3441 2.4814
H -3.7522 1.5973 0.9052
H -1.5906 0.7870 -0.0505
```

Summary:
E_HOMO (spin up / spin down), eV: -10.925 / -10.924
Charge: +1
Molar mass, g mol⁻¹: 191.258
SMILES: C=C(C)/C(C)=C(N)\N=C\[n+]1cc[nH]c1
Frontier orbital gap (spin up / spin down), eV: 6.94 / 6.94


Which one sits at the top of the stability order? b does.


a | C3H3ClNO | ωB97M-V/def2-TZVPD

```
9
C3H3ClNO (ωB97M-V/def2-TZVPD)
C -0.4087 0.7137 0.3380
C -1.7915 0.5328 0.2571
C 0.7333 -0.3307 0.8311
N 1.9418 -0.4229 0.6561
O -2.9197 0.4751 0.1446
Cl 3.0551 0.2778 -0.4551
H 0.0483 0.9610 -0.7415
H -0.0941 1.6285 0.8703
H 0.3980 -1.0173 1.5242
```

Summary:
E_HOMO (spin up / spin down), eV: -14.492 / -14.493
Charge: +1
Molar mass, g mol⁻¹: 104.516
Frontier orbital gap (spin up / spin down), eV: 8.25 / 8.25


b | C3H3ClNO | ωB97M-V/def2-TZVPD

```
9
C3H3ClNO (ωB97M-V/def2-TZVPD)
C 2.6570 -0.0669 -0.0449
C -0.7078 1.2857 -0.0204
C 1.4862 0.4687 -0.1889
N 0.3662 0.8588 -0.4373
O -1.6907 1.7987 0.2722
Cl -3.8827 -1.3443 -0.1333
H 3.4838 0.5808 0.2021
H -4.3342 -2.3680 0.5541
H 2.6223 -1.2135 -0.2036
```

Summary:
E_HOMO, eV: -14.614
Charge: +1
Molar mass, g mol⁻¹: 104.516
Frontier orbital gap, eV: 7.76


Which one sits at the top of the stability order? b does.


a | C5H12NO | ωB97M-V/def2-TZVPD

```
19
C5H12NO (ωB97M-V/def2-TZVPD)
C 1.9952 -0.0105 0.9587
C 0.7955 0.5965 0.2380
C 1.1337 1.3540 -1.0346
C -0.1844 -0.5488 -0.1145
N -1.4799 -0.0460 -0.4822
C -2.6347 -0.8291 0.2751
O -3.7526 -0.8134 -0.3706
H 1.7100 -0.4197 1.9299
H 2.4616 -0.7966 0.3610
H 2.8176 0.7142 1.0749
H 0.1848 1.1255 0.9643
H 1.8277 2.1582 -0.8172
H 0.2151 1.7256 -1.4906
H 1.5727 0.6290 -1.7248
H -0.3514 -1.1436 0.7923
H 0.2650 -1.2288 -0.8554
H -1.8198 -0.2583 -1.4152
H -2.5592 -0.3469 1.2946
H -2.1970 -1.8614 0.4164
```

Summary:
E_HOMO, eV: -2.522
Charge: -1
Molar mass, g mol⁻¹: 102.157
SMILES: CC(C)CNC[O-]
Frontier orbital gap, eV: 6.22


b | C5H12NO | ωB97M-V/def2-TZVPD

```
19
C5H12NO (ωB97M-V/def2-TZVPD)
N -0.1492 -0.4369 2.3822
C 0.1591 -1.1429 1.1455
C -0.8150 -1.0284 -0.0023
C -1.0531 0.4496 -0.4776
C 0.2139 1.2693 -0.6953
C 1.3192 0.5829 -1.5335
O 2.4657 1.3236 -1.6084
H -0.0342 0.5686 2.3705
H -1.1419 -0.5188 2.5937
H 1.0874 -0.7291 0.7669
H 0.4144 -2.1948 1.3214
H -1.7257 -1.6260 0.1633
H -0.3753 -1.5212 -0.8720
H -1.6764 0.4225 -1.4055
H -1.7310 0.9603 0.2370
H -0.0824 2.2652 -1.0774
H 0.6330 1.3973 0.3117
H 1.6328 -0.3687 -1.0884
H 0.8588 0.3274 -2.5320
```

Summary:
E_HOMO, eV: -2.036
Charge: -1
Molar mass, g mol⁻¹: 102.157
SMILES: NCCCCC[O-]
Frontier orbital gap, eV: 5.91


Which one sits at the top of the stability order? a does.


a | C5H12NO | ωB97M-V/def2-TZVPD

```
19
C5H12NO (ωB97M-V/def2-TZVPD)
C -1.8276 -0.2876 1.0446
C -0.5939 -0.1544 0.2615
C 0.0319 -1.5298 0.0626
C 0.3933 0.7762 0.8098
N 1.5960 0.7581 -0.1701
C 1.0011 0.7940 -1.6319
O 0.6791 -0.3612 -2.1372
H -1.6504 -1.2364 1.7966
H -2.4455 -0.7429 0.2862
H -2.1781 0.4288 1.7533
H -0.9808 0.1599 -0.7932
H 0.6537 -1.2594 -0.6869
H 0.7504 -1.6494 0.8049
H -0.5719 -2.3448 -0.1157
H -0.0279 1.7246 1.0875
H 0.8389 0.3612 1.7978
H 2.1641 1.6514 -0.1846
H 0.3969 1.7296 -1.6714
H 1.7707 1.1821 -2.3138
```

Summary:
E_HOMO, eV: -2.338
Charge: -1
Molar mass, g mol⁻¹: 102.157
SMILES: CC(C)CNC[O-]
Frontier orbital gap, eV: 6.43


b | C5H12NO | ωB97M-V/def2-TZVPD

```
19
C5H12NO (ωB97M-V/def2-TZVPD)
C -1.0682 -0.2151 0.7330
O -0.4326 0.9470 0.9417
C -0.5388 -1.3598 1.6245
N -1.1591 -2.6505 1.2838
H -2.1785 -0.1791 0.9164
H -0.9714 -0.6120 -0.3212
H 0.5476 -1.4196 1.5034
H -0.7149 -1.0869 2.6774
H -1.2075 -3.2957 2.0556
H -2.0907 -2.4941 0.9264
C 1.8708 1.3258 -0.5905
C 0.9821 1.6405 -1.7503
C 0.4820 0.7284 -2.5823
H 1.6561 2.0133 0.2235
H 1.6891 0.3186 -0.2255
H 2.9294 1.4199 -0.8699
H 0.7167 2.6791 -1.9219
H -0.1744 0.9870 -3.4058
H 0.6904 -0.3275 -2.4540
```

Summary:
E_HOMO, eV: -2.327
Charge: -1
Molar mass, g mol⁻¹: 102.157
Frontier orbital gap, eV: 6.64


c | C5H12NO | ωB97M-V/def2-TZVPD

```
19
C5H12NO (ωB97M-V/def2-TZVPD)
C -1.9578 1.2488 -0.0419
N -0.8038 0.2883 0.9055
O -0.2389 1.2272 1.7095
C 0.2777 -0.3471 0.0742
C -0.1158 -1.3033 -0.9859
C 1.0624 0.8057 -0.5056
C 1.0136 -1.1543 1.1223
H -1.3640 2.1416 -0.2352
H -1.9534 0.7478 -1.0566
H -2.9256 1.2963 0.4524
H -0.7464 -2.0869 -0.5346
H -0.5860 -0.7830 -1.8317
H 0.8281 -1.7793 -1.2296
H 1.0145 1.5337 0.3627
H 0.5744 1.3734 -1.2596
H 2.0874 0.6557 -0.9102
H 1.7828 -0.3608 1.5086
H 0.3785 -1.6615 1.8902
H 1.6724 -1.8422 0.5653
```

Summary:
E_HOMO, eV: -1.364
Charge: -1
Molar mass, g mol⁻¹: 102.157
SMILES: CN([O-])C(C)(C)C
Frontier orbital gap, eV: 5.36


Which one sits at the top of the stability order? b does.